1.
Here is the molecule C17H17ClF3N3O3S at a distorted geometry from the OMol25 dataset. Energies are from ωB97M-V/def2-TZVPD.

XYZ file:
```
45
Properties=species:S:1:pos:R:3:nbo_charge:R:1
C -0.19 4.60 -1.02 -0.38
C 0.29 3.58 -0.34 -0.18
C 0.49 2.22 -0.93 -0.27
N -0.27 1.22 -0.20 -0.51
N -1.03 0.34 -0.94 -0.26
C -2.29 0.03 -0.49 0.39
N -2.78 -1.11 -0.97 -0.48
C -4.00 -1.50 -0.64 0.10
C -4.81 -0.78 0.21 -0.24
C -4.33 0.43 0.71 -0.14
C -3.07 0.86 0.36 -0.10
Cl -2.51 2.36 0.99 0.05
H -4.94 1.03 1.37 0.25
C -6.20 -1.24 0.55 0.98
F -7.13 -0.73 -0.28 -0.33
F -6.58 -0.89 1.78 -0.32
F -6.33 -2.58 0.46 -0.32
H -4.31 -2.44 -1.07 0.21
C -0.34 -0.69 -1.69 -0.42
H -0.26 -1.61 -1.12 0.20
H 0.65 -0.32 -1.96 0.20
H -0.91 -0.90 -2.60 0.23
S 0.27 0.68 1.31 2.32
O 0.47 1.82 2.13 -0.93
O -0.67 -0.33 1.71 -0.94
C 1.86 -0.09 1.00 -0.39
C 2.99 0.70 0.96 -0.17
C 4.21 0.12 0.68 -0.26
C 4.30 -1.26 0.46 0.32
C 3.15 -2.05 0.53 -0.27
C 1.93 -1.45 0.80 -0.17
H 1.03 -2.04 0.88 0.24
H 3.19 -3.11 0.38 0.22
O 5.54 -1.73 0.19 -0.48
C 5.72 -3.12 -0.01 -0.26
H 5.16 -3.47 -0.88 0.18
H 6.78 -3.25 -0.20 0.21
H 5.43 -3.69 0.87 0.18
H 5.12 0.70 0.64 0.23
H 2.91 1.76 1.17 0.24
H 1.56 1.95 -0.91 0.20
H 0.15 2.20 -1.97 0.23
H 0.54 3.66 0.71 0.22
H -0.33 5.57 -0.56 0.20
H -0.46 4.53 -2.06 0.19
```

Computed properties:
relative energy (zero: lowest compared OMol25 entry of this formula, charge and spin): 0.0 kJ/mol
LUMO energy: 0.5 eV
SMILES string: C=CCN(N(C)c1ncc(C(F)(F)F)cc1Cl)S(=O)(=O)c1ccc(OC)cc1
gap between HOMO and LUMO: 8.92 eV
HOMO energy: -8.446 eV

---

2.
Here is the molecule C17H17ClN4O from the OMol25 dataset. Energies are from ωB97M-V/def2-TZVPD.

XYZ file:
```
40
Properties=species:S:1:pos:R:3:nbo_charge:R:1
O 1.61 1.66 -1.67 -0.63
C 0.82 0.86 -1.21 0.64
N 0.08 1.16 -0.11 -0.43
C 0.36 2.38 0.62 -0.24
C 0.89 2.03 2.01 -0.23
N -0.04 1.16 2.69 -0.40
C -0.80 1.59 3.72 0.57
N -0.51 2.79 4.24 -0.52
C -1.22 3.17 5.28 0.11
C -2.23 2.39 5.83 -0.38
C -2.44 1.17 5.21 0.11
N -1.75 0.76 4.17 -0.52
H -3.21 0.48 5.56 0.19
H -2.80 2.72 6.68 0.22
H -0.97 4.15 5.68 0.19
C -0.37 -0.04 1.96 -0.23
C -0.90 0.34 0.57 -0.22
H -1.15 -0.55 -0.01 0.21
H -1.82 0.93 0.69 0.20
H -1.12 -0.59 2.53 0.25
H 0.54 -0.64 1.85 0.19
H 1.85 1.51 1.91 0.20
H 1.02 2.93 2.61 0.25
H -0.56 2.97 0.71 0.19
H 1.10 2.94 0.05 0.26
C 0.63 -0.47 -1.84 -0.30
C 1.06 -0.67 -3.09 -0.11
C 0.99 -1.92 -3.83 -0.14
C 0.89 -3.16 -3.18 -0.11
C 0.83 -4.34 -3.89 -0.23
C 0.88 -4.32 -5.27 -0.19
C 0.98 -3.12 -5.94 -0.23
C 1.04 -1.93 -5.23 0.00
Cl 1.15 -0.45 -6.11 0.01
H 1.02 -3.09 -7.02 0.23
H 0.84 -5.24 -5.83 0.22
H 0.76 -5.28 -3.36 0.22
H 0.87 -3.18 -2.10 0.20
H 1.49 0.17 -3.61 0.24
H 0.17 -1.26 -1.27 0.20
```

Computed properties:
relative energy (zero: lowest compared OMol25 entry of this formula, charge and spin): 0.0 kJ/mol
LUMO energy: 0.0 eV
SMILES string: O=C(/C=C/c1ccccc1Cl)N1CCN(c2ncccn2)CC1
gap between HOMO and LUMO: 8.22 eV
HOMO energy: -8.214 eV

---

3.
Here is a structure of composition C17H17F5NO5ScTe from the OMol25 dataset. Energies are from ωB97M-V/def2-TZVPD.

XYZ file:
```
47
Properties=species:S:1:pos:R:3:nbo_charge:R:1
Sc 0.94 0.51 -0.23 1.90
O -1.79 3.27 -2.24 -0.50
C -1.03 2.40 -1.94 0.79
O -0.61 2.09 -0.68 -0.88
C -0.38 1.47 -2.93 0.09
C -0.54 1.60 -4.30 -0.18
C 0.14 0.70 -5.11 -0.14
C 0.96 -0.27 -4.55 -0.18
C 1.05 -0.32 -3.17 0.13
N 0.38 0.53 -2.40 -0.49
C 1.90 -1.32 -2.39 0.76
O 2.46 -2.22 -2.98 -0.58
O 1.88 -1.09 -1.11 -0.82
H -1.18 2.38 -4.69 0.25
H 0.05 0.78 -6.19 0.23
H 1.52 -0.98 -5.14 0.26
C -0.97 -3.37 -0.18 -0.61
C -1.57 -2.20 0.60 -0.24
C -2.09 -1.13 -0.35 -0.59
C -0.62 -1.59 1.61 -0.05
C 0.77 -1.71 1.53 -0.26
C 1.60 -1.12 2.49 -0.23
C 1.07 -0.41 3.55 0.01
C 1.95 0.26 4.57 -0.63
C -0.32 -0.31 3.64 -0.17
C -1.14 -0.87 2.69 -0.18
H -1.73 -3.82 -0.82 0.22
H -0.60 -4.15 0.49 0.22
H -0.15 -3.04 -0.82 0.21
H -2.43 -2.58 1.17 0.21
H -1.29 -0.81 -1.03 0.18
H -2.47 -0.26 0.18 0.23
H -2.89 -1.52 -0.99 0.23
H 1.22 -2.31 0.75 0.25
H 2.67 -1.23 2.40 0.23
H 1.71 -0.07 5.58 0.22
H 1.81 1.34 4.54 0.23
H 3.00 0.05 4.38 0.22
H -0.75 0.24 4.47 0.22
H -2.22 -0.76 2.78 0.22
F 2.23 1.75 -0.65 -0.66
Te -0.40 3.17 1.05 3.45
F 1.14 4.06 0.56 -0.59
F -0.40 4.10 2.63 -0.60
F -1.25 4.54 0.16 -0.58
F -2.11 2.57 1.50 -0.61
O 0.45 1.65 1.54 -1.15
```

Computed properties:
relative energy (zero: lowest compared OMol25 entry of this formula, charge and spin): 57.6 kJ/mol
LUMO energy: -1.1 eV
gap between HOMO and LUMO: 8.41 eV
HOMO energy: -9.483 eV